P) Molecular formula: C39H30BrCl2CsF10N6O2S
Method: DFT, ωB97M-V with the def2-TZVPD basis set

Last column: Löwdin charge in e.
Positions of all 92 atoms, in Å:
1 Cs 0.021 0.306 0.717  1.05
2 C 4.135 1.958 2.001  -0.07
3 N 3.043 1.016 1.946  -0.23
4 C 2.311 0.916 3.199  -0.26
5 C 1.701 2.240 3.679  -0.26
6 N 0.780 2.747 2.692  -0.01
7 C 0.684 4.025 2.422  -0.23
8 C 1.265 5.170 3.078  -0.14
9 F 1.987 5.005 4.228  0.03
10 C 1.090 6.476 2.679  -0.18
11 F 1.695 7.464 3.375  0.07
12 C 0.296 6.810 1.598  -0.18
13 F 0.162 8.095 1.180  0.05
14 C -0.332 5.762 0.942  -0.17
15 F -1.127 6.030 -0.116  0.08
16 C -0.157 4.461 1.336  -0.15
17 F -0.865 3.532 0.634  0.00
18 C 3.421 -0.296 1.458  -0.24
19 C 3.976 -0.311 0.028  -0.25
20 N 3.017 0.240 -0.900  0.01
21 C 3.279 1.303 -1.620  -0.23
22 C 4.500 2.011 -1.884  -0.14
23 F 5.684 1.576 -1.355  0.02
24 C 4.595 3.117 -2.703  -0.18
25 F 5.803 3.694 -2.887  0.08
26 C 3.499 3.643 -3.360  -0.18
27 F 3.600 4.737 -4.155  0.06
28 C 2.284 3.003 -3.153  -0.16
29 F 1.177 3.483 -3.764  0.08
30 C 2.189 1.906 -2.341  -0.15
31 F 0.962 1.346 -2.195  -0.01
32 H 3.759 2.952 2.239  0.08
33 H 4.627 2.019 1.031  0.07
34 H 4.897 1.683 2.757  0.09
35 H 2.936 0.510 4.021  0.12
36 H 1.501 0.199 3.042  0.04
37 H 2.522 2.914 3.935  0.09
38 H 1.184 2.013 4.624  0.11
39 H 2.522 -0.913 1.473  0.05
40 H 4.166 -0.804 2.109  0.12
41 H 4.159 -1.369 -0.212  0.10
42 H 4.958 0.168 0.041  0.08
43 C 0.210 -2.193 8.251  -0.07
44 C -0.055 -2.323 6.775  -0.29
45 C 0.988 -2.365 5.860  -0.04
46 C 0.742 -2.504 4.500  -0.05
47 C -0.558 -2.602 4.041  -0.25
48 C -1.615 -2.543 4.940  -0.04
49 C -1.362 -2.407 6.294  -0.05
50 S -0.885 -2.814 2.286  0.52
51 O -1.279 -4.205 2.138  -0.33
52 O 0.371 -2.449 1.651  -0.48
53 N -1.936 -1.726 1.906  -0.19
54 C -3.290 -1.837 1.910  -0.30
55 C -4.041 -2.955 2.264  -0.06
56 C -5.441 -2.951 2.191  -0.11
57 C -6.144 -1.852 1.779  -0.09
58 C -5.432 -0.683 1.417  -0.19
59 C -6.085 0.488 0.970  -0.04
60 C -5.354 1.587 0.624  -0.06
61 C -3.949 1.513 0.727  -0.16
62 N -3.312 0.447 1.128  0.10
63 C -4.018 -0.657 1.481  -0.19
64 H 1.232 -1.864 8.438  0.07
65 H 0.069 -3.150 8.760  0.07
66 H -0.468 -1.474 8.712  0.07
67 H 2.010 -2.273 6.210  0.11
68 H 1.552 -2.518 3.782  0.11
69 H -2.633 -2.591 4.572  0.10
70 H -2.191 -2.353 6.991  0.11
71 H -3.522 -3.857 2.554  0.09
72 H -5.976 -3.855 2.465  0.09
73 H -7.226 -1.859 1.722  0.09
74 H -7.168 0.494 0.903  0.11
75 H -5.828 2.495 0.272  0.10
76 H -3.338 2.373 0.469  0.09
77 Cl -2.277 1.348 -2.340  0.55
78 C -1.933 3.067 -2.521  -1.00
79 Cl -3.343 3.963 -3.128  0.48
80 H -1.124 3.183 -3.232  0.01
81 H -1.668 3.474 -1.552  0.00
82 Br -3.854 -2.358 -1.666  0.78
83 C -2.047 -2.662 -2.173  -0.74
84 C -1.765 -3.712 -3.036  -0.12
85 C -0.442 -3.888 -3.407  -0.08
86 C 0.523 -3.030 -2.901  -0.05
87 C 0.120 -2.033 -2.028  -0.13
88 N -1.155 -1.843 -1.674  0.04
89 H -2.554 -4.355 -3.397  0.09
90 H -0.176 -4.691 -4.084  0.10
91 H 1.568 -3.124 -3.160  0.10
92 H 0.850 -1.350 -1.606  0.06

## Properties
Multiplicity   1
Orbital gap   5.4 eV
Net charge   -2

Q) Molecular formula: C39H30BrCl2CsF10N6O2S
Method: DFT, ωB97M-V with the def2-TZVPD basis set

Last column: Löwdin charge in e.
Positions of all 92 atoms, in Å:
1 Cs 0.416 0.536 1.399  1.46
2 C -1.547 2.862 -1.417  -0.12
3 N -0.454 2.853 -0.463  -0.28
4 C -0.827 3.384 0.844  -0.29
5 C -2.222 3.035 1.366  -0.27
6 N -2.517 1.614 1.274  -0.02
7 C -3.449 1.090 2.064  -0.23
8 C -3.742 -0.307 1.907  -0.16
9 F -3.015 -0.995 0.999  0.06
10 C -4.706 -0.996 2.593  -0.16
11 F -4.933 -2.301 2.301  0.07
12 C -5.486 -0.377 3.561  -0.18
13 F -6.433 -1.062 4.253  0.05
14 C -5.252 0.960 3.772  -0.17
15 F -5.995 1.617 4.696  0.07
16 C -4.295 1.664 3.054  -0.13
17 F -4.225 3.000 3.341  0.03
18 C 0.705 3.553 -1.011  -0.24
19 C 1.903 3.667 -0.077  -0.27
20 N 2.369 2.359 0.348  -0.09
21 C 3.144 2.231 1.416  -0.30
22 C 3.691 3.220 2.287  -0.14
23 F 3.529 4.545 2.008  0.04
24 C 4.453 2.925 3.401  -0.17
25 F 4.919 3.939 4.167  0.07
26 C 4.769 1.631 3.751  -0.18
27 F 5.503 1.360 4.860  0.06
28 C 4.309 0.619 2.928  -0.17
29 F 4.639 -0.654 3.211  0.10
30 C 3.547 0.902 1.817  -0.23
31 F 3.190 -0.138 1.022  -0.03
32 H -1.936 3.884 -1.594  0.08
33 H -2.359 2.224 -1.068  0.06
34 H -1.186 2.469 -2.370  0.06
35 H -0.760 4.488 0.850  0.12
36 H -0.092 3.015 1.568  0.03
37 H -2.975 3.622 0.813  0.11
38 H -2.239 3.419 2.391  0.11
39 H 0.424 4.588 -1.299  0.11
40 H 1.014 3.031 -1.921  0.08
41 H 1.628 4.326 0.754  0.09
42 H 2.683 4.214 -0.634  0.11
43 C -4.693 -5.405 5.239  -0.06
44 C -3.559 -4.500 4.832  -0.28
45 C -2.890 -3.722 5.772  -0.04
46 C -1.862 -2.870 5.394  -0.04
47 C -1.508 -2.786 4.056  -0.27
48 C -2.159 -3.557 3.101  -0.05
49 C -3.174 -4.412 3.499  -0.05
50 S -0.226 -1.672 3.573  0.48
51 O -0.884 -0.413 3.270  -0.62
52 O 0.693 -1.639 4.695  -0.32
53 N 0.369 -2.209 2.231  -0.23
54 C 1.098 -3.376 2.178  -0.27
55 C 1.351 -4.262 3.214  -0.03
56 C 2.152 -5.410 3.023  -0.10
57 C 2.710 -5.715 1.818  -0.08
58 C 2.452 -4.858 0.717  -0.17
59 C 2.987 -5.098 -0.570  -0.04
60 C 2.686 -4.263 -1.599  -0.07
61 C 1.822 -3.173 -1.343  -0.16
62 N 1.319 -2.901 -0.173  0.13
63 C 1.637 -3.718 0.878  -0.14
64 H -4.868 -5.355 6.314  0.07
65 H -4.486 -6.446 4.979  0.07
66 H -5.618 -5.117 4.734  0.08
67 H -3.185 -3.779 6.816  0.10
68 H -1.331 -2.271 6.123  0.11
69 H -1.873 -3.466 2.060  0.10
70 H -3.699 -5.003 2.754  0.11
71 H 0.979 -4.045 4.206  0.10
72 H 2.338 -6.055 3.876  0.10
73 H 3.343 -6.585 1.684  0.09
74 H 3.639 -5.953 -0.716  0.11
75 H 3.089 -4.419 -2.592  0.09
76 H 1.540 -2.507 -2.154  0.06
77 Cl 0.657 0.157 -1.746  0.59
78 C 1.580 0.099 -3.215  -0.98
79 Cl 1.015 1.262 -4.461  0.49
80 H 1.504 -0.888 -3.653  0.01
81 H 2.605 0.350 -2.974  0.03
82 Br -4.782 0.413 -2.957  0.68
83 C -3.935 -1.094 -2.126  -0.75
84 C -4.752 -2.046 -1.531  -0.13
85 C -4.129 -3.128 -0.940  -0.08
86 C -2.747 -3.203 -0.960  -0.07
87 C -2.039 -2.184 -1.570  -0.13
88 N -2.629 -1.137 -2.169  0.06
89 H -5.825 -1.925 -1.521  0.09
90 H -4.718 -3.887 -0.440  0.11
91 H -2.214 -4.013 -0.479  0.10
92 H -0.955 -2.188 -1.562  0.06

## Properties
Multiplicity   1
Orbital gap   5.0 eV
Net charge   -2

Verdict on stability: Q) comes out at the bottom.

P) Molecular formula: C4H8N2OP
Method: DFT, ωB97M-V with the def2-TZVPD basis set

Last column: natural (NBO) charge in e.
Positions of all 16 atoms, in Å:
1 C -0.834 0.435 1.373  0.04
2 C -0.092 1.174 0.519  -0.21
3 C -0.515 -0.563 -1.073  0.02
4 C 1.780 0.582 -0.824  -0.43
5 N -1.098 -0.805 1.107  -0.81
6 N 0.248 0.606 -0.801  -0.43
7 O -1.904 -3.211 1.140  -0.98
8 P -1.634 -2.085 1.975  1.55
9 H -0.952 0.633 2.480  0.27
10 H 0.146 2.170 0.835  0.26
11 H -0.058 -1.505 -1.034  0.24
12 H -1.507 -0.602 -1.385  0.25
13 H 2.195 -0.303 -0.203  0.27
14 H 2.161 0.573 -1.876  0.24
15 H 2.073 1.650 -0.621  0.26
16 H -0.009 1.249 -1.610  0.46

## Properties
Multiplicity   1
Orbital gap (spin up / spin down)   7.1 / 7.6 eV
Net charge   +1

Q) Molecular formula: C4H8N2OP
Method: DFT, ωB97M-V with the def2-TZVPD basis set

Last column: natural (NBO) charge in e.
Positions of all 16 atoms, in Å:
1 C 1.081 2.164 -0.739  -0.39
2 C 2.226 1.755 -1.317  -0.35
3 C -0.778 -0.618 -0.475  0.10
4 C -0.682 -1.930 0.036  0.19
5 N -0.784 0.464 0.176  -0.73
6 N -1.234 -2.259 1.147  -0.58
7 O -1.576 -0.130 2.512  -1.01
8 P -0.616 0.796 1.818  1.57
9 H 0.866 3.192 -0.713  0.22
10 H 0.510 1.419 -0.265  0.16
11 H 2.622 0.735 -1.344  0.18
12 H 2.913 2.392 -1.777  0.20
13 H -0.930 -0.656 -1.675  0.25
14 H -0.310 -2.682 -0.618  0.24
15 H -1.561 -3.237 1.477  0.47
16 H -1.748 -1.407 1.757  0.48

## Properties
Multiplicity   1
Orbital gap   6.6 eV
Net charge   +1

Verdict on stability: P) comes out at the bottom.

P) Molecular formula: C4H10O2P
Method: DFT, ωB97M-V with the def2-TZVPD basis set

Last column: natural (NBO) charge in e.
Positions of all 17 atoms, in Å:
1 C -1.737 -1.024 1.095  -1.33
2 C 2.189 -0.134 -0.769  -0.62
3 C -2.036 1.443 -0.544  -0.25
4 C 1.290 -0.428 0.393  -0.78
5 O -0.392 -1.357 -1.544  -1.17
6 O -0.677 0.932 -0.342  -0.87
7 P -0.506 -0.648 -0.093  2.05
8 H -1.711 -2.105 1.327  0.20
9 H -1.666 -0.447 2.020  0.19
10 H 1.530 0.454 -1.409  0.24
11 H 3.218 0.270 -0.486  0.18
12 H 2.421 -1.098 -1.323  0.21
13 H -2.474 0.696 -1.175  0.21
14 H -2.012 2.381 -1.002  0.16
15 H -2.349 1.592 0.501  0.19
16 H 1.223 0.256 1.287  0.21
17 H 1.547 -1.434 0.740  0.20

## Properties
Multiplicity   1
Structure (SMILES)   C=[P@]([O-])(CC)OC
Orbital gap   7.0 eV
Net charge   -1

Q) Molecular formula: C4H10O2P
Method: DFT, ωB97M-V with the def2-TZVPD basis set

Last column: natural (NBO) charge in e.
Positions of all 17 atoms, in Å:
1 C -2.239 1.897 0.174  -1.04
2 C 1.585 0.646 -0.440  -0.63
3 C 0.960 -1.662 0.234  -0.62
4 C 0.578 -0.209 0.339  -0.56
5 O -1.062 -0.794 -1.757  -1.15
6 O -2.017 -1.071 0.559  -1.03
7 P -1.092 -0.020 -0.506  1.82
8 H -1.375 2.191 0.812  0.14
9 H -2.428 2.282 -0.850  0.16
10 H 1.286 1.697 -0.350  0.21
11 H 2.515 0.621 0.205  0.18
12 H 1.952 0.546 -1.472  0.22
13 H 1.345 -1.857 -0.696  0.21
14 H 0.048 -2.196 0.272  0.24
15 H 1.679 -2.009 1.005  0.18
16 H 0.476 0.248 1.384  0.22
17 H -2.211 -0.308 1.087  0.48

## Properties
Multiplicity   1
Orbital gap   7.1 eV
Net charge   -1

Verdict on stability: Q) comes out at the bottom.

P) Molecular formula: C4H4BClO2S
Method: DFT, ωB97M-V with the def2-TZVPD basis set

Last column: natural (NBO) charge in e.
Positions of all 13 atoms, in Å:
1 B 0.217 0.532 -0.916  1.06
2 C -0.675 -1.507 0.326  0.29
3 C -0.571 -2.857 0.372  -0.43
4 C -0.483 -0.247 0.128  -0.64
5 C 0.695 -3.599 0.525  -0.14
6 O 0.315 0.138 -2.205  -0.85
7 O 0.772 1.686 -0.561  -0.84
8 S 1.841 -3.357 1.565  0.16
9 Cl 0.908 -5.254 -0.385  -0.09
10 H -0.725 0.349 1.063  0.27
11 H -1.453 -3.473 0.169  0.26
12 H 0.538 1.005 -2.694  0.47
13 H 1.196 2.062 -1.295  0.47

## Properties
Multiplicity   1
Structure (SMILES)   OB(O)C=C=CC(=S)Cl
Orbital gap   8.2 eV

Q) Molecular formula: C4H4BClO2S
Method: DFT, ωB97M-V with the def2-TZVPD basis set

Last column: natural (NBO) charge in e.
Positions of all 13 atoms, in Å:
1 B -1.224 -0.008 -0.003  1.11
2 C 1.480 0.532 0.034  -0.24
3 C 2.730 -1.469 0.060  -0.42
4 C 0.405 -0.390 0.183  -0.53
5 C 2.806 -0.115 0.085  -0.09
6 O -1.440 1.311 0.013  -0.91
7 O -2.090 -1.023 -0.145  -0.87
8 S 1.052 -1.981 0.094  0.45
9 Cl 4.317 0.760 -0.102  0.00
10 H 1.191 1.506 0.131  0.23
11 H 3.358 -2.335 -0.036  0.25
12 H -2.277 1.819 -0.194  0.52
13 H -2.945 -0.836 -0.382  0.49

## Properties
Multiplicity   1
Structure (SMILES)   OB(O)c1cc(Cl)cs1
Orbital gap   8.9 eV

Verdict on stability: P) comes out at the bottom.

P) Molecular formula: C6H17N3
Method: DFT, ωB97M-V with the def2-TZVPD basis set

Last column: natural (NBO) charge in e.
Positions of all 26 atoms, in Å:
1 C -2.499 1.384 0.147  0.75
2 C -3.087 2.160 1.110  -0.80
3 C -0.327 -2.732 -0.947  -0.68
4 C 3.043 1.360 0.145  -0.65
5 C -0.468 -1.967 0.382  -0.31
6 C 1.756 0.783 -0.593  -0.27
7 N -1.949 0.827 -0.719  -0.51
8 N -0.065 -0.546 0.500  -0.41
9 N 1.349 -0.420 0.229  -0.38
10 H -4.243 2.006 1.071  0.38
11 H -2.433 2.144 1.942  0.33
12 H -3.123 3.163 0.502  0.36
13 H -1.090 -3.362 -1.166  0.26
14 H -0.293 -2.005 -1.770  0.20
15 H 0.473 -3.481 -0.900  0.26
16 H 4.052 0.822 0.063  0.27
17 H 3.291 2.312 -0.368  0.27
18 H 2.780 1.503 1.169  0.21
19 H 0.076 -2.438 1.354  0.25
20 H -1.514 -2.062 0.814  0.26
21 H 2.026 0.711 -1.731  0.28
22 H 0.975 1.493 -0.636  0.21
23 H -1.841 0.059 -1.328  0.49
24 H -0.407 -0.009 -0.177  0.32
25 H 1.861 -0.380 1.142  0.45
26 H 1.659 -1.325 -0.235  0.45

## Properties
Multiplicity   1
Orbital gap   10.4 eV
Net charge   +2

Q) Molecular formula: C6H17N3
Method: DFT, ωB97M-V with the def2-TZVPD basis set

Last column: natural (NBO) charge in e.
Positions of all 26 atoms, in Å:
1 C 1.008 -0.121 0.009  0.63
2 C 2.934 -1.536 0.203  -0.45
3 C 1.191 2.386 -0.014  -0.40
4 C -1.754 0.701 -1.031  -0.46
5 C -1.946 -1.622 -0.310  -0.47
6 C -1.917 0.173 1.393  -0.45
7 N 1.557 -1.230 0.176  -0.49
8 N 1.452 1.024 -0.513  -0.58
9 N -1.620 -0.253 0.034  -0.03
10 H 3.476 -0.505 0.126  0.23
11 H 3.322 -1.824 1.154  0.27
12 H 3.275 -2.106 -0.631  0.27
13 H 2.097 2.771 0.124  0.24
14 H 0.824 2.292 0.990  0.22
15 H 0.488 2.983 -0.605  0.24
16 H -2.594 1.316 -0.743  0.27
17 H -0.833 1.355 -1.159  0.25
18 H -1.742 0.251 -2.000  0.26
19 H -2.470 -2.065 0.419  0.24
20 H -2.624 -1.782 -1.177  0.28
21 H -1.072 -2.164 -0.636  0.24
22 H -1.217 0.948 1.600  0.24
23 H -2.870 0.528 1.415  0.26
24 H -1.988 -0.650 2.113  0.26
25 H 0.891 -1.917 0.454  0.44
26 H 2.134 1.046 -1.390  0.47

## Properties
Multiplicity   1
Orbital gap (spin up / spin down)   7.5 / 9.1 eV
Net charge   +2

Verdict on stability: Q) comes out at the bottom.

P) Molecular formula: C4H5PS
Method: DFT, ωB97M-V with the def2-TZVPD basis set

Last column: natural (NBO) charge in e.
Positions of all 11 atoms, in Å:
1 C 0.587 -1.472 -0.092  -0.24
2 C 3.214 0.228 0.100  -0.53
3 C -0.015 -0.120 0.040  -0.50
4 C 0.861 0.764 0.846  -0.67
5 P 2.129 1.592 -0.249  0.60
6 S 2.459 -1.455 0.094  0.27
7 H 0.594 -1.692 -1.114  0.17
8 H 0.106 0.232 -0.984  0.22
9 H -0.993 -0.083 0.408  0.25
10 H 0.244 1.488 1.352  0.23
11 H 1.319 0.217 1.568  0.22

## Properties
Multiplicity   1
Orbital gap (spin up / spin down)   7.3 / 7.2 eV

Q) Molecular formula: C4H5PS
Method: DFT, ωB97M-V with the def2-TZVPD basis set

Last column: natural (NBO) charge in e.
Positions of all 11 atoms, in Å:
1 C -3.179 1.047 -0.222  -0.69
2 C 0.517 -0.323 0.106  -0.05
3 C -0.185 0.859 0.106  -0.64
4 C 1.934 -0.627 -0.088  -0.67
5 P -1.842 0.202 0.242  0.94
6 S -0.632 -1.716 0.175  -0.04
7 H -4.072 0.436 -0.182  0.19
8 H 0.381 1.818 0.142  0.26
9 H 2.191 -0.210 -0.994  0.24
10 H 2.335 -1.565 0.071  0.24
11 H 2.552 0.079 0.645  0.23

## Properties
Multiplicity   1
Orbital gap   8.1 eV

Verdict on stability: P) comes out at the bottom.